Arrangement i

The following is a quantum chemistry calculation of a single CH2BrNO molecule, from the OMol25 dataset.

Computed properties:
highest occupied orbital energy: -0.342 hartree
LUMO: 0.155 eV
HOMO-LUMO gap: 9.5 eV
net charge: 0

Each atom is followed by the atoms it is bonded to, with distances in Å.
CARTESIAN COORDINATES (ANGSTROEM)
1 N 0.2592 -0.1600 -0.0817  C2 1.290, H5 1.003, H6 1.005
2 C 1.4525 -0.6316 0.0549  N1 1.290, O3 1.632, Br4 1.874
3 O 1.6664 -2.2464 -0.0395  C2 1.632
4 Br 3.1005 0.2583 -0.0012  C2 1.874
5 H -0.3194 -0.9487 0.1385  N1 1.003
6 H 0.2572 0.8018 0.2087  N1 1.005

***

Arrangement ii

The following is a quantum chemistry calculation of a 2-piece molecular cluster, CH2BrNO overall, from the OMol25 dataset.

Computed properties:
highest occupied orbital energy (alpha / beta): -0.353 / -0.337 hartree
LUMO (alpha / beta): -0.703 / -0.600 eV
HOMO-LUMO gap (alpha / beta): 8.9 / 8.6 eV
net charge: 0

Each atom is followed by the atoms it is bonded to, with distances in Å.
CARTESIAN COORDINATES (ANGSTROEM)
1 C 0.8436 -0.5327 -0.0499  O3 1.162, Br4 1.826
2 N -1.0551 0.6032 0.3985  H5 1.019, H6 1.021
3 O 0.7987 -1.6930 -0.0889  C1 1.162
4 Br 2.1834 0.7076 -0.0760  C1 1.826
5 H -1.6934 -0.1866 0.3083  N2 1.019
6 H -1.0772 1.1013 -0.4920  N2 1.021

***

Decreasing stability: arrangement ii, arrangement i